{"formula": "C66H165N11", "method": "ωB97M-V/def2-TZVPD", "smiles": "CCN(CC)CC.CCN(CC)CC.CCN(CC)CC.CCN(CC)CC.CCN(CC)CC.CCN(CC)CC.CCN(CC)CC.CCN(CC)CC.CCN(CC)CC.CCN(CC)CC.CCN(CC)CC", "relative_energy_kcal_mol": 133.28, "gap_ha": 0.3189, "fmax_ha_per_bohr": 0.064, "elements": ["C", "C", "N", "C", "C", "C", "C", "H", "H", "H", "H", "H", "H", "H", "H", "H", "H", "H", "H", "H", "H", "H", "C", "C", "N", "C", "C", "C", "C", "H", "H", "H", "H", "H", "H", "H", "H", "H", "H", "H", "H", "H", "H", "H", "C", "C", "N", "C", "C", "C", "C", "H", "H", "H", "H", "H", "H", "H", "H", "H", "H", "H", "H", "H", "H", "H", "C", "C", "N", "C", "C", "C", "C", "H", "H", "H", "H", "H", "H", "H", "H", "H", "H", "H", "H", "H", "H", "H", "C", "C", "N", "C", "C", "C", "C", "H", "H", "H", "H", "H", "H", "H", "H", "H", "H", "H", "H", "H", "H", "H", "C", "C", "N", "C", "C", "C", "C", "H", "H", "H", "H", "H", "H", "H", "H", "H", "H", "H", "H", "H", "H", "H", "C", "C", "N", "C", "C", "C", "C", "H", "H", "H", "H", "H", "H", "H", "H", "H", "H", "H", "H", "H", "H", "H", "C", "C", "N", "C", "C", "C", "C", "H", "H", "H", "H", "H", "H", "H", "H", "H", "H", "H", "H", "H", "H", "H", "C", "C", "N", "C", "C", "C", "C", "H", "H", "H", "H", "H", "H", "H", "H", "H", "H", "H", "H", "H", "H", "H", "C", "C", "N", "C", "C", "C", "C", "H", "H", "H", "H", "H", "H", "H", "H", "H", "H", "H", "H", "H", "H", "H", "C", "C", "N", "C", "C", "C", "C", "H", "H", "H", "H", "H", "H", "H", "H", "H", "H", "H", "H", "H", "H", "H"], "xyz": [[18.4685, 19.0754, 22.7155], [17.4599, 19.9255, 23.5399], [16.0872, 19.3760, 23.6441], [15.3346, 19.3363, 22.4249], [15.3217, 20.6477, 21.6949], [15.9223, 18.1447, 24.4540], [14.5362, 18.0494, 25.1495], [18.0496, 18.7252, 21.7881], [18.8765, 18.1852, 23.2080], [19.3050, 19.6917, 22.4627], [17.7925, 20.0317, 24.6052], [17.3218, 21.0024, 23.1966], [15.7425, 18.6026, 21.6996], [14.2927, 19.0659, 22.6157], [14.9279, 21.4491, 22.3178], [16.2758, 21.0323, 21.3519], [14.7345, 20.6015, 20.7963], [16.7201, 18.1604, 25.1956], [16.0154, 17.2442, 23.8161], [14.3471, 18.9373, 25.7339], [14.4808, 17.1706, 25.7863], [13.7685, 17.9653, 24.4080], [21.9147, 20.5396, 12.9825], [23.2117, 20.0596, 12.4525], [23.3958, 18.5435, 12.5237], [24.7163, 18.2136, 12.0669], [25.0235, 16.7476, 11.7639], [23.0077, 17.8951, 13.7528], [23.8704, 18.2916, 14.9606], [21.0439, 20.0346, 12.5944], [21.7295, 21.5592, 12.6785], [21.7823, 20.4446, 14.0572], [23.2934, 20.2472, 11.3823], [24.0881, 20.4860, 13.0011], [24.9116, 18.8222, 11.1613], [25.4697, 18.6860, 12.7540], [24.8707, 16.1445, 12.6496], [24.3945, 16.3295, 10.9812], [26.0402, 16.6984, 11.3921], [22.8880, 16.7997, 13.5404], [22.0107, 18.1748, 14.0252], [23.7137, 19.2873, 15.3159], [24.8973, 18.0171, 14.7630], [23.6230, 17.6030, 15.7622], [19.6806, 12.6901, 9.4896], [20.7992, 12.3352, 10.4899], [20.3506, 12.6448, 11.8287], [19.2972, 11.7503, 12.3581], [18.3648, 12.5845, 13.2930], [21.3489, 13.0293, 12.7828], [22.2183, 11.9530, 13.3722], [19.2916, 11.8002, 9.0074], [20.0592, 13.2282, 8.6992], [18.9642, 13.3614, 10.0112], [21.0973, 11.2532, 10.3987], [21.6493, 12.9699, 10.2596], [18.7173, 11.3802, 11.4768], [19.7671, 10.9123, 12.8293], [17.9807, 13.4333, 12.7033], [17.4460, 12.0730, 13.4822], [18.9005, 12.8870, 14.1910], [20.8017, 13.6889, 13.4438], [22.0689, 13.7302, 12.2595], [22.6626, 11.3273, 12.5442], [21.6428, 11.3762, 14.1020], [23.1097, 12.3881, 13.8335], [21.0177, 16.1910, 10.4547], [20.5724, 17.5788, 11.0280], [19.0840, 17.8003, 10.9155], [18.3479, 16.8981, 11.8955], [17.3910, 17.7251, 12.6950], [18.3989, 17.6884, 9.5557], [19.1947, 18.6076, 8.5809], [20.8214, 15.3652, 11.1530], [22.0964, 16.2468, 10.2196], [20.4798, 15.8448, 9.5287], [20.7791, 17.4952, 12.0804], [21.1529, 18.4363, 10.6004], [19.0635, 16.3453, 12.5022], [17.8838, 16.0531, 11.3193], [16.9530, 17.0994, 13.4592], [16.5696, 18.1720, 12.2079], [17.9615, 18.5061, 13.2524], [18.2615, 16.7036, 9.1637], [17.3893, 18.0801, 9.7555], [18.6455, 18.6049, 7.6230], [19.1906, 19.6169, 9.0184], [20.2592, 18.2597, 8.3346], [18.2128, 22.6463, 16.2610], [16.9976, 22.8499, 17.2721], [17.3847, 22.6917, 18.6758], [17.9807, 21.3866, 19.0000], [17.0244, 20.1535, 18.7533], [18.1804, 23.8688, 19.1558], [17.8400, 24.1209, 20.6659], [17.7940, 22.9990, 15.2745], [18.5915, 21.6013, 16.2521], [19.0935, 23.2782, 16.4168], [16.5176, 23.8349, 17.1860], [16.2491, 22.0714, 17.1177], [18.9018, 21.1112, 18.5443], [18.2020, 21.3967, 20.0844], [16.0053, 20.4299, 19.0484], [16.9767, 19.8798, 17.7192], [17.2517, 19.2790, 19.3096], [17.8917, 24.6791, 18.4735], [19.2475, 23.6797, 19.1120], [18.3945, 23.3985, 21.2705], [16.7167, 24.1096, 20.7410], [18.2025, 25.0947, 21.0387], [14.9031, 11.1376, 17.9316], [16.0076, 11.5874, 18.9322], [16.6758, 10.4325, 19.6049], [17.5512, 10.9815, 20.6966], [18.0522, 9.9635, 21.7302], [17.4745, 9.6306, 18.6497], [18.5171, 10.3660, 17.8969], [14.0845, 10.6148, 18.4345], [15.2778, 10.4008, 17.1912], [14.5271, 12.0076, 17.4760], [16.6684, 12.2896, 18.5042], [15.5171, 12.1640, 19.7815], [18.4686, 11.4110, 20.2921], [16.9472, 11.7310, 21.1938], [17.2138, 9.6888, 22.3477], [18.3710, 9.1219, 21.0929], [18.8646, 10.4703, 22.2397], [16.7728, 9.1518, 17.9780], [17.8952, 8.8128, 19.2149], [18.7869, 9.8247, 17.0429], [19.3994, 10.6724, 18.3996], [18.0633, 11.2478, 17.4218], [23.8040, 19.8952, 22.4078], [23.3204, 19.8483, 20.9786], [21.9917, 19.1131, 20.9308], [22.2036, 17.6613, 20.8474], [21.3665, 16.9719, 21.8833], [21.0916, 19.5225, 19.9022], [21.7269, 19.5664, 18.4887], [22.9557, 20.1554, 23.1327], [24.6443, 20.5870, 22.5192], [24.1545, 18.9259, 22.8072], [23.1792, 20.8823, 20.7152], [24.0077, 19.3941, 20.2140], [21.8228, 17.4162, 19.8731], [23.2821, 17.4366, 20.8753], [21.6671, 17.2390, 22.9146], [20.3918, 17.4194, 21.8479], [21.2651, 15.8875, 21.7888], [20.6329, 20.4584, 20.2323], [20.1775, 18.7964, 20.0633], [22.6156, 20.2080, 18.4896], [21.0084, 20.0585, 17.7940], [22.0945, 18.6727, 18.0985], [22.0655, 13.5942, 18.5542], [22.9412, 14.8152, 18.2627], [24.1595, 14.5593, 17.4650], [25.0315, 15.7776, 17.4964], [26.0619, 15.6615, 18.5529], [23.9528, 14.1272, 16.0761], [25.0373, 13.2302, 15.6426], [21.3656, 13.8183, 19.4173], [22.6574, 12.7159, 18.8698], [21.3744, 13.3039, 17.7257], [22.2513, 15.6093, 17.7954], [23.3206, 15.2230, 19.2060], [24.3890, 16.6785, 17.6470], [25.5875, 15.9394, 16.5765], [25.6200, 15.4887, 19.5249], [26.7406, 16.4802, 18.5810], [26.5722, 14.7416, 18.4537], [23.0685, 13.5634, 16.1146], [23.7819, 15.0026, 15.3125], [25.3688, 13.3863, 14.6194], [25.9059, 13.3661, 16.2697], [24.6731, 12.2297, 15.6423], [19.3432, 17.3217, 15.9932], [18.4024, 17.3546, 17.2438], [17.7114, 16.0974, 17.4723], [16.5705, 16.0526, 16.5007], [16.0578, 14.6384, 16.3593], [17.2735, 15.9800, 18.8713], [18.3712, 15.5449, 19.8006], [18.7639, 16.8715, 15.1894], [20.2446, 16.6722, 16.1059], [19.5954, 18.3528, 15.5967], [18.9042, 17.6092, 18.1780], [17.6830, 18.2300, 16.9901], [15.7347, 16.6965, 16.7689], [16.8793, 16.4150, 15.5574], [15.7119, 14.2352, 17.2841], [15.2440, 14.4762, 15.6503], [16.8426, 13.9761, 16.0215], [16.5286, 15.2135, 18.9013], [16.8553, 16.9165, 19.2863], [17.8471, 15.2425, 20.7209], [19.1414, 16.2572, 20.0429], [18.8556, 14.6075, 19.3360], [14.0917, 15.8598, 20.8357], [14.6615, 14.4451, 20.7503], [14.3712, 13.5512, 21.8932], [14.7730, 14.1977, 23.1128], [14.6793, 13.2075, 24.3291], [12.9840, 13.0650, 21.9405], [12.6440, 12.2833, 20.6895], [13.0016, 16.0221, 20.8916], [14.5548, 16.4987, 20.0907], [14.5049, 16.2852, 21.7703], [14.3928, 13.8862, 19.8130], [15.7758, 14.5201, 20.8608], [15.8216, 14.5018, 22.9354], [14.1408, 15.0789, 23.3530], [13.6043, 13.0526, 24.5303], [15.1503, 12.2268, 24.1370], [15.1399, 13.6251, 25.2482], [12.2572, 13.8710, 22.0259], [12.9253, 12.3763, 22.7406], [13.2650, 11.3472, 20.6908], [12.8180, 12.9043, 19.7699], [11.5581, 12.0684, 20.7742], [15.1918, 19.6163, 14.9126], [13.9609, 20.2327, 15.5123], [12.6837, 19.4483, 15.2545], [12.7848, 18.0683, 15.7827], [13.2564, 17.8755, 17.2217], [11.6711, 20.1905, 15.9791], [11.3353, 21.6354, 15.4014], [15.3612, 18.6460, 15.3970], [16.1324, 20.1740, 15.2798], [15.3943, 19.4194, 13.8633], [14.1164, 20.2711, 16.6248], [13.6757, 21.2209, 15.1535], [11.8188, 17.6333, 15.7219], [13.4640, 17.4655, 15.1666], [14.1822, 18.4318, 17.4442], [12.5043, 18.0759, 17.9825], [13.5032, 16.8293, 17.3359], [11.9176, 20.3437, 17.0947], [10.7160, 19.6699, 16.0354], [10.2590, 21.7422, 15.4875], [11.6113, 21.6931, 14.3930], [11.8178, 22.4743, 15.9136]], "forces_ev_per_a": [[-0.46, 0.44, 0.60], [-0.78, 0.10, 0.88], [-0.03, -0.24, 0.96], [0.38, -0.08, -0.90], [-0.03, 1.14, 0.09], [-0.35, 0.51, -0.43], [1.17, 0.18, -0.30], [-0.42, -0.04, -0.53], [-0.37, 0.27, 0.35], [0.75, 0.40, -0.21], [0.03, -0.16, -0.89], [0.57, -1.47, 0.04], [-0.12, -0.32, 0.19], [0.16, -0.16, 0.17], [-0.25, 0.02, 0.16], [0.43, -0.32, 0.06], [-0.56, -0.17, -0.32], [0.00, -0.22, 0.05], [0.31, 0.08, 0.17], [-0.04, 0.26, 0.25], [0.08, -0.10, 0.08], [-0.57, -0.07, -0.42], [-1.12, 0.24, 0.37], [1.36, -2.46, 0.36], [-1.05, 0.97, -0.82], [0.93, 1.18, -0.45], [-0.37, 0.65, 0.11], [0.11, 0.06, 0.13], [-0.14, -2.35, -0.21], [-0.11, -0.65, -0.53], [0.24, 0.56, 0.20], [0.38, 0.24, 0.25], [0.14, 0.40, 0.07], [-0.54, 0.27, -0.43], [-0.32, -0.44, 0.06], [-0.06, -0.76, -0.07], [0.32, -0.31, 0.20], [-0.27, 0.19, -0.05], [0.29, -0.24, 0.23], [0.67, 0.71, 0.50], [-0.88, 0.35, -0.20], [0.12, 0.73, -0.08], [0.55, 0.59, -0.02], [-0.32, 0.05, 0.41], [-0.39, -0.86, 1.64], [-0.44, -0.64, -0.01], [-0.59, -0.24, -0.33], [-0.47, 1.73, -1.02], [0.47, -0.27, -1.50], [1.02, 1.63, -1.42], [0.56, -0.59, -0.25], [-0.77, -0.10, 0.33], [1.09, 1.47, -1.83], [0.06, -0.83, -0.46], [-0.01, 0.74, -0.18], [0.33, -0.09, 0.17], [0.37, 0.23, 0.76], [0.01, -0.83, 0.59], [0.69, 0.15, 0.32], [-0.39, -0.82, 0.77], [-0.36, 0.13, 0.07], [0.34, -0.11, 1.07], [-0.85, -0.51, 0.28], [-0.82, 0.28, 0.84], [0.45, -0.35, -0.11], [-0.31, 0.02, 0.31], [0.00, 0.11, -0.78], [-1.20, -0.94, -1.58], [-0.32, -1.38, 0.21], [0.61, 0.08, -2.24], [1.14, -0.21, 1.97], [2.01, 2.13, 1.49], [-0.24, -0.80, -0.39], [0.21, 0.33, 0.11], [-0.40, -0.30, 0.16], [0.45, 0.79, 0.59], [0.13, 0.56, 0.46], [-0.61, -0.84, 0.29], [0.13, 0.38, 0.44], [-0.16, 0.73, 0.39], [-0.31, -0.32, 0.42], [-0.68, 0.56, -1.12], [-0.41, -0.37, -0.52], [0.29, -1.06, -0.14], [0.29, 0.07, -0.35], [0.29, 0.29, 0.25], [0.25, -0.28, -0.34], [-1.53, 0.40, 0.68], [-1.45, 0.62, -0.58], [1.62, -0.78, 0.35], [0.65, 0.26, 0.05], [-1.73, -0.84, 1.42], [-0.66, 2.32, 0.10], [-1.06, -1.00, 0.91], [-0.44, 0.74, -1.07], [0.65, -0.91, 0.59], [-0.58, 0.57, -0.25], [-0.30, 0.12, 0.47], [0.20, -0.32, -0.28], [-0.08, 0.12, -0.53], [1.18, 0.34, -0.86], [-0.11, 0.09, -0.36], [0.13, 0.06, -0.08], [0.07, -0.04, -0.67], [0.71, -0.69, 0.63], [0.30, 0.10, 0.56], [0.42, 0.08, -0.45], [-0.67, -0.26, 0.07], [1.21, -0.32, 0.41], [-0.15, -0.17, -0.42], [1.29, -1.36, 1.02], [-2.16, -1.38, 1.99], [0.74, 0.98, 0.16], [-0.47, -0.53, -0.45], [-0.71, 0.26, -1.93], [-0.98, -0.17, 1.23], [-0.90, 1.42, -1.03], [0.13, 0.21, 0.19], [-0.07, 0.76, 0.14], [-0.60, 0.99, -0.95], [1.10, 0.76, -0.84], [0.39, -0.77, -1.01], [-0.09, 0.60, -0.32], [0.09, 0.40, 0.08], [0.05, -0.36, 0.54], [0.32, -0.02, 0.98], [0.12, -0.49, 0.42], [-0.12, -0.02, -0.30], [0.25, -0.33, 0.17], [0.78, -1.23, -1.19], [0.71, 0.17, 0.74], [0.17, 0.13, 0.33], [-0.22, -0.69, 1.57], [-1.44, -0.95, -0.23], [2.21, 0.37, 0.89], [0.30, 0.55, 0.02], [0.13, -0.03, 1.27], [-1.56, -0.94, 0.22], [-1.38, 2.55, 0.51], [1.10, 0.06, -1.26], [-0.19, 0.04, 0.07], [-0.04, 0.17, -0.43], [-0.39, 0.42, -0.53], [-0.13, 0.39, 0.89], [0.15, -0.89, -0.66], [-0.37, -0.16, 0.15], [0.33, -0.33, -0.44], [-0.75, -0.02, -0.34], [0.18, 0.09, -0.09], [0.28, 0.40, -0.57], [1.49, 1.10, -1.03], [-0.24, 0.21, 0.24], [0.46, -0.58, 0.17], [0.08, -1.88, -0.56], [-0.92, -0.34, 0.66], [-0.46, 0.51, -0.71], [0.10, 1.24, -0.52], [-1.04, 0.00, 0.03], [-0.57, -0.45, 1.26], [-0.78, 2.45, -0.01], [1.24, -0.08, -1.07], [0.80, -0.05, -0.87], [-0.15, 0.37, -0.29], [0.75, 0.21, 0.39], [0.94, -0.67, 0.43], [-0.26, 0.00, -0.07], [0.38, -0.39, -0.13], [-0.40, -0.29, -0.53], [-0.34, 0.56, 0.53], [0.56, 0.71, 0.10], [1.02, -0.93, -0.65], [-1.52, -0.60, -0.32], [0.20, -1.15, 1.40], [-0.01, 0.28, -0.24], [0.26, -0.29, 0.23], [0.14, -1.04, 0.44], [0.09, 0.11, 0.17], [0.11, 1.46, -1.16], [-1.02, 0.78, -0.89], [-0.17, -1.16, 1.37], [0.07, -0.45, -0.71], [0.50, 0.72, -0.60], [0.21, -2.39, -0.38], [0.03, -0.09, -0.16], [-0.52, 0.69, 0.13], [-0.01, -1.06, 0.79], [0.35, 0.25, -0.21], [0.73, -1.39, 0.68], [-0.06, 0.39, 0.54], [0.66, 0.30, -0.96], [-0.30, -0.22, 0.86], [-0.11, 0.52, -0.09], [0.45, -0.15, -0.06], [-0.63, -0.30, 0.04], [-0.28, -0.04, -0.39], [0.55, 0.04, 0.03], [0.22, 0.43, -0.04], [-0.54, 1.33, 0.86], [0.53, 0.54, 1.02], [0.45, -0.94, 0.15], [-0.87, 0.16, -0.64], [0.43, -0.95, 1.31], [-0.13, 0.57, -0.15], [0.98, 0.49, -1.50], [-0.12, -0.21, -0.32], [0.40, -0.43, -0.35], [-0.29, 0.00, -0.52], [-0.36, -0.02, -0.30], [0.49, 0.87, 0.78], [-0.81, 0.13, -0.79], [-0.38, 0.18, 0.42], [0.39, -0.18, 0.02], [0.56, -0.08, 0.19], [-0.18, 0.49, -0.15], [-0.26, -0.07, -0.59], [-0.18, 0.35, 0.47], [-0.34, -0.40, 1.04], [-0.71, 0.80, -0.39], [-0.30, -0.90, 0.73], [0.64, -0.26, -0.41], [2.70, -0.03, 1.32], [-1.47, -0.75, -0.17], [1.24, 0.36, 1.01], [0.86, 0.46, 0.07], [0.42, 0.20, 0.25], [-0.71, 1.66, 1.40], [0.02, -1.24, 1.68], [-0.17, -0.05, -0.08], [-1.37, -0.38, -0.55], [-0.89, 0.47, -0.29], [-0.05, 0.31, -0.79], [0.71, 0.11, 0.02], [-1.00, -0.45, -0.38], [-0.23, 0.36, -0.25], [-0.39, -0.15, 0.06], [-0.03, 0.34, -0.02], [0.10, -0.42, 0.08], [0.07, -0.25, -1.24], [0.11, -0.46, -0.43], [-0.11, 0.30, -0.07], [0.27, -0.02, -1.65], [-0.02, -0.33, 0.14]]}